1.
DFT (wB97M-V/def2-TZVPD) results for a structure of composition C33H40Br2N6OSi2.

Last column: Mulliken charge in e.
Element x y z (Å)
C: 6.640 0.684 -0.944  -1.32
C: 6.752 1.462 -2.239  0.13
Br: 8.093 2.842 -1.991  -0.10
C: 5.437 1.976 -2.792  -0.44
Br: 5.681 3.191 -4.305  -0.08
Si: 4.186 2.832 -1.637  0.40
O: 2.691 2.170 -1.851  -0.05
Si: 2.445 0.546 -1.688  0.46
H: 5.933 -0.135 -1.050  0.22
H: 7.613 0.240 -0.735  0.46
H: 6.391 1.313 -0.094  0.47
H: 7.174 0.805 -2.996  0.32
H: 4.986 1.119 -3.291  0.31
H: 4.588 2.665 -0.225  -0.15
H: 4.073 4.255 -1.969  -0.20
H: 3.755 -0.140 -1.690  -0.15
H: 1.678 0.219 -0.473  -0.15
H: 1.663 0.097 -2.857  -0.18
N: 0.483 -2.409 -1.171  0.01
C: -0.357 -3.100 -1.937  -0.58
C: -0.618 -4.450 -1.764  -0.52
C: 0.031 -5.122 -0.742  -0.07
C: 0.927 -4.421 0.049  -0.84
C: 1.125 -3.071 -0.210  -0.17
H: -0.861 -2.538 -2.717  0.43
H: -1.322 -4.956 -2.411  0.45
H: -0.154 -6.174 -0.568  0.44
H: 1.464 -4.910 0.851  0.48
H: 1.815 -2.490 0.394  0.39
N: -1.850 -2.795 3.309  -0.57
C: -2.961 -2.196 3.727  -0.69
C: -3.962 -1.755 2.874  -0.27
C: -3.806 -1.943 1.510  -0.47
C: -2.657 -2.579 1.063  -0.05
C: -1.711 -2.980 1.996  -0.14
H: -3.049 -2.048 4.798  0.41
H: -4.841 -1.261 3.268  0.54
H: -4.568 -1.582 0.831  0.56
H: -2.479 -2.738 0.007  0.36
H: -0.786 -3.447 1.683  0.41
N: -3.556 2.880 4.667  -0.52
C: -2.594 3.577 5.266  -0.41
C: -1.282 3.139 5.374  -0.24
C: -0.948 1.908 4.832  -0.59
C: -1.942 1.165 4.215  0.02
C: -3.222 1.696 4.158  -0.27
H: -2.887 4.538 5.677  0.35
H: -0.542 3.754 5.867  0.39
H: 0.065 1.533 4.889  0.39
H: -1.730 0.200 3.775  0.40
H: -4.021 1.141 3.675  0.46
N: 5.495 -1.971 -2.609  -0.06
C: 6.630 -2.161 -3.277  -0.02
C: 6.842 -3.209 -4.161  -0.81
C: 5.816 -4.118 -4.361  -0.25
C: 4.632 -3.940 -3.665  -0.69
C: 4.520 -2.860 -2.802  -0.11
H: 7.421 -1.440 -3.097  0.32
H: 7.788 -3.303 -4.675  0.38
H: 5.938 -4.949 -5.043  0.39
H: 3.803 -4.625 -3.783  0.40
H: 3.602 -2.691 -2.247  0.40
N: -0.401 3.403 0.707  -0.49
C: -1.614 3.806 1.076  -0.20
C: -2.615 4.150 0.179  -0.39
C: -2.342 4.074 -1.176  -0.46
C: -1.083 3.654 -1.574  -0.40
C: -0.150 3.330 -0.599  -0.29
H: -1.797 3.854 2.143  0.39
H: -3.584 4.469 0.542  0.48
H: -3.096 4.334 -1.908  0.39
H: -0.821 3.575 -2.620  0.41
H: 0.842 2.994 -0.877  0.64
N: -6.249 0.043 0.774  -0.23
C: -6.131 1.334 1.071  -0.27
C: -7.211 2.200 1.156  -0.71
C: -8.479 1.699 0.915  -0.20
C: -8.615 0.356 0.602  -0.58
C: -7.472 -0.428 0.547  -0.21
H: -5.122 1.693 1.254  0.65
H: -7.054 3.240 1.409  0.36
H: -9.347 2.344 0.971  0.38
H: -9.585 -0.081 0.408  0.37
H: -7.543 -1.485 0.312  0.36

Properties
Total energy in eV: -201698.9693
Lowest unoccupied orbital energy in eV: 0.57
HOMO energy in eV: -9.400
Relative energy (zero: lowest compared OMol25 entry of this formula, charge and spin) in kJ/mol: 11.86

***

2.
DFT (wB97M-V/def2-TZVPD) results for a structure of composition C33H40CuN3O7P4S.

Last column: Mulliken charge in e.
Element x y z (Å)
Cu: 0.465 1.219 1.473  -0.26
C: -4.097 -2.866 -3.878  -0.71
S: -2.592 -3.827 -4.132  -0.14
C: -1.356 -2.522 -3.936  -1.03
C: -1.250 -1.951 -2.530  0.55
C: -0.147 -0.898 -2.464  -1.67
N: -0.104 -0.133 -1.208  0.32
P: -0.701 1.474 -1.092  0.63
C: -2.344 1.309 -1.894  -0.01
C: -3.412 1.053 -1.033  -0.21
C: -4.681 0.801 -1.532  -0.66
C: -4.900 0.821 -2.903  -0.52
C: -3.852 1.099 -3.770  -0.84
C: -2.581 1.341 -3.268  -0.18
C: 0.268 2.361 -2.369  0.44
C: 1.549 1.938 -2.718  0.12
C: 2.343 2.707 -3.559  -0.77
C: 1.870 3.912 -4.054  -0.56
C: 0.599 4.351 -3.701  -0.68
C: -0.191 3.584 -2.862  -0.71
P: 0.705 -0.590 0.218  1.66
C: -0.095 -2.125 0.790  0.92
C: 0.609 -3.182 1.361  -1.23
C: -0.066 -4.243 1.954  -0.73
C: -1.452 -4.257 1.977  -0.71
C: -2.164 -3.203 1.418  -0.73
C: -1.491 -2.140 0.842  -0.31
C: 2.353 -1.145 -0.288  0.59
C: 2.598 -2.308 -1.023  -0.26
C: 3.888 -2.631 -1.415  -0.81
C: 4.946 -1.798 -1.068  -0.66
C: 4.716 -0.648 -0.328  -0.64
C: 3.424 -0.321 0.061  -0.48
H: -4.935 -3.534 -4.070  0.40
H: -4.142 -2.034 -4.581  0.19
H: -4.173 -2.489 -2.859  0.19
H: -1.572 -1.729 -4.659  0.34
H: -0.411 -2.981 -4.239  0.42
H: -1.054 -2.759 -1.823  0.29
H: -2.198 -1.492 -2.237  -0.35
H: -0.275 -0.186 -3.281  0.60
H: 0.826 -1.365 -2.634  0.57
H: -3.239 1.057 0.039  0.48
H: -5.501 0.602 -0.853  0.45
H: -5.892 0.631 -3.298  0.40
H: -4.026 1.127 -4.839  0.45
H: -1.769 1.562 -3.950  0.37
H: 1.936 1.006 -2.320  0.21
H: 3.336 2.363 -3.823  0.43
H: 2.490 4.512 -4.709  0.38
H: 0.227 5.296 -4.079  0.40
H: -1.178 3.938 -2.584  0.47
H: 1.693 -3.185 1.337  0.68
H: 0.494 -5.058 2.394  0.42
H: -1.979 -5.085 2.435  0.38
H: -3.247 -3.207 1.443  0.47
H: -2.048 -1.305 0.431  0.20
H: 1.779 -2.972 -1.277  0.43
H: 4.071 -3.533 -1.986  0.44
H: 5.953 -2.055 -1.371  0.39
H: 5.543 -0.009 -0.045  0.48
H: 3.235 0.567 0.655  0.21
C: -0.941 -1.314 4.459  -1.70
C: -0.074 -0.197 5.029  1.22
O: -0.126 -0.164 6.465  -0.70
P: 1.703 -0.425 4.599  0.66
O: 2.445 0.023 5.914  -0.61
O: 1.963 -2.000 4.548  -0.62
O: 2.117 0.249 3.358  -0.44
P: -0.558 1.461 4.370  0.75
O: -1.898 1.651 5.282  -0.59
O: 0.457 2.476 4.774  -1.00
O: -0.950 1.275 2.925  -0.62
H: -0.691 -2.256 4.946  0.41
H: -0.796 -1.416 3.383  0.26
H: -1.994 -1.084 4.627  0.44
H: -0.917 0.341 6.696  0.46
H: 1.780 0.209 6.601  0.42
H: 2.043 -2.292 3.633  0.37
H: -1.891 2.535 5.662  0.34
N: 2.149 3.257 2.731  0.37
C: 2.812 4.412 2.629  -0.09
C: 2.776 4.792 1.302  -1.17
C: 2.037 3.779 0.675  -0.11
N: 1.670 2.850 1.551  0.07
H: 1.861 2.751 3.565  0.16
H: 3.241 4.886 3.497  0.48
H: 3.212 5.670 0.858  0.41
H: 1.767 3.672 -0.365  0.28

Properties
Total energy in eV: -146311.9853
Lowest unoccupied orbital energy in eV: 0.38
HOMO energy in eV: -7.765
Relative energy (zero: lowest compared OMol25 entry of this formula, charge and spin) in kJ/mol: 0.00

***

3.
DFT (wB97M-V/def2-TZVPD) results for a structure of composition C33H40FN6O10PSbScSe4.

Last column: Mulliken charge in e.
Element x y z (Å)
Sc: -0.274 0.646 -0.176  1.32
O: 1.161 1.412 4.118  -0.58
C: 1.619 1.117 2.916  0.02
O: 2.124 1.848 2.108  -0.65
C: 1.482 -0.380 2.706  0.59
C: 2.090 -1.279 3.579  -0.96
C: 1.838 -2.626 3.435  -0.84
C: 0.924 -3.035 2.471  -1.06
C: 0.365 -2.071 1.655  0.96
N: 0.680 -0.776 1.727  0.77
C: -0.769 -2.317 0.712  0.63
O: -1.176 -3.559 0.472  -0.46
O: -1.354 -1.392 0.197  -0.11
H: 0.817 2.349 4.205  0.17
H: 2.728 -0.905 4.367  0.53
H: 2.303 -3.349 4.091  0.44
H: 0.653 -4.081 2.402  0.26
H: -0.621 -4.207 0.922  0.27
C: 3.264 6.526 -3.463  -0.99
C: 4.101 5.829 -2.400  -0.96
N: 3.316 4.894 -1.601  0.28
C: 3.349 3.561 -1.877  -0.15
C: 2.475 2.668 -1.339  -0.52
C: 2.575 1.181 -1.474  -0.07
O: 3.430 0.674 -2.187  -0.80
O: 1.720 0.528 -0.748  -0.33
C: 1.417 3.207 -0.547  0.32
O: 0.266 2.736 -0.495  -0.18
C: 1.779 4.410 0.154  0.32
C: 1.417 4.635 1.480  0.18
C: 1.685 5.846 2.022  -0.30
F: 1.654 5.994 3.355  -0.40
C: 1.889 6.952 1.155  -1.07
C: 2.504 6.676 -0.060  -0.34
C: 2.570 5.341 -0.514  0.91
N: 1.210 8.211 1.348  0.02
C: 0.304 8.305 0.165  -0.10
C: -0.881 9.235 0.321  -1.03
N: -1.579 8.926 1.598  0.32
C: -0.632 9.264 2.699  -0.99
C: 0.472 8.242 2.632  -0.34
H: 3.881 7.218 -4.036  0.39
H: 2.444 7.087 -3.014  0.23
H: 2.835 5.796 -4.150  0.33
H: 4.564 6.551 -1.726  0.42
H: 4.907 5.261 -2.864  0.47
H: 4.104 3.230 -2.579  0.50
H: 0.976 3.852 2.081  0.45
H: 2.794 7.499 -0.697  0.62
H: -0.091 7.312 -0.071  0.03
H: 0.879 8.656 -0.692  0.35
H: -1.568 9.069 -0.507  0.39
H: -0.599 10.287 0.358  0.45
H: -1.809 7.875 1.636  -0.55
H: -2.457 9.434 1.675  0.42
H: -1.148 9.163 3.652  0.44
H: -0.309 10.296 2.558  0.42
H: -0.035 7.293 2.816  0.40
H: 1.176 8.416 3.441  0.41
Se: -0.934 4.090 4.623  -0.61
Sb: -2.344 3.866 2.655  0.63
Se: -1.383 1.602 1.786  -0.31
Se: -4.701 3.416 2.781  -0.68
Se: -1.986 5.789 1.087  -0.51
O: -5.532 -1.991 -3.412  -0.45
C: -4.921 -3.266 -3.596  -0.60
N: -3.536 -3.132 -3.283  -0.08
C: -2.586 -2.954 -4.254  0.49
O: -2.781 -3.201 -5.427  -0.66
C: -1.269 -2.446 -3.761  0.20
C: -0.096 -2.763 -4.437  -0.56
C: 1.094 -2.255 -3.957  -1.05
C: 1.079 -1.434 -2.833  -0.43
N: -0.047 -1.097 -2.201  1.03
C: -1.190 -1.601 -2.669  -0.65
H: -6.476 -2.071 -3.584  0.26
H: -4.992 -3.598 -4.631  0.41
H: -5.380 -4.002 -2.931  0.35
H: -3.296 -2.911 -2.330  0.21
H: -0.143 -3.392 -5.316  0.50
H: 2.036 -2.475 -4.439  0.49
H: 1.997 -1.019 -2.434  0.52
H: -2.080 -1.272 -2.152  0.23
C: -4.300 0.635 -0.126  -0.97
P: -3.303 1.508 -1.331  1.09
C: -3.292 3.258 -0.988  -0.17
C: -4.149 1.280 -2.901  -1.17
O: -1.888 0.943 -1.471  -0.53
H: -5.186 1.226 0.109  0.45
H: -3.728 0.515 0.794  0.23
H: -4.592 -0.335 -0.533  0.21
H: -4.069 3.531 -0.272  0.34
H: -3.417 3.823 -1.913  0.40
H: -2.327 3.517 -0.552  -0.74
H: -5.145 1.722 -2.848  0.40
H: -4.247 0.218 -3.131  0.13
H: -3.580 1.772 -3.690  0.36

Properties
Total energy in eV: -364923.2780
Lowest unoccupied orbital energy in eV: -0.90
HOMO energy in eV: -6.138
Relative energy (zero: lowest compared OMol25 entry of this formula, charge and spin) in kJ/mol: 259.52

***

4.
DFT (wB97M-V/def2-TZVPD) results for the molecule C33H40N2O3.

Last column: natural (NBO) charge in e.
Element x y z (Å)
C: -9.204 -1.431 -1.066  -0.61
C: -8.695 -0.202 -0.323  -0.39
C: -7.182 -0.014 -0.432  -0.39
C: -6.382 -1.094 0.295  -0.40
C: -4.883 -0.816 0.241  -0.38
C: -4.070 -1.882 0.982  -0.40
C: -2.597 -1.636 0.832  -0.02
C: -1.841 -2.367 -0.071  -0.22
C: -0.480 -2.165 -0.199  -0.19
C: 0.167 -1.208 0.580  0.11
N: 1.560 -1.051 0.486  -0.43
C: 2.304 -1.641 -0.612  -0.19
C: 3.723 -1.072 -0.489  -0.22
C: 4.786 -2.072 -0.957  -0.40
C: 6.174 -1.511 -0.818  -0.05
C: 7.043 -1.996 0.150  -0.22
C: 8.309 -1.455 0.298  -0.21
C: 8.719 -0.418 -0.522  -0.22
C: 7.860 0.070 -1.493  -0.21
C: 6.598 -0.475 -1.642  -0.15
C: 3.819 -0.704 0.993  -0.30
C: 4.683 0.522 1.316  -0.49
C: 4.165 1.741 0.569  0.68
O: 4.574 2.059 -0.533  -0.65
N: 3.216 2.427 1.235  -0.61
C: 2.471 3.503 0.613  -0.25
C: 1.104 3.049 0.170  -0.07
C: 0.979 2.018 -0.756  -0.19
C: -0.262 1.593 -1.176  -0.26
C: -1.419 2.203 -0.689  0.38
O: -2.598 1.744 -1.196  -0.51
C: -3.774 2.441 -0.868  -0.25
C: -1.301 3.224 0.246  -0.33
C: -0.047 3.630 0.673  -0.18
C: 2.369 -0.495 1.420  0.71
O: 2.029 0.074 2.439  -0.64
C: -0.594 -0.436 1.455  -0.16
C: -1.952 -0.658 1.578  -0.22
H: -10.290 -1.473 -1.026  0.21
H: -8.814 -2.344 -0.625  0.20
H: -8.902 -1.396 -2.111  0.20
H: -9.186 0.685 -0.733  0.20
H: -8.974 -0.274 0.731  0.19
H: -6.919 0.960 -0.010  0.20
H: -6.897 -0.004 -1.487  0.19
H: -6.706 -1.139 1.338  0.19
H: -6.580 -2.067 -0.157  0.20
H: -4.677 0.157 0.691  0.19
H: -4.552 -0.775 -0.799  0.20
H: -4.342 -1.868 2.040  0.21
H: -4.320 -2.867 0.581  0.20
H: -2.318 -3.124 -0.678  0.21
H: 0.070 -2.773 -0.898  0.20
H: 1.833 -1.383 -1.564  0.21
H: 2.323 -2.734 -0.513  0.19
H: 3.816 -0.160 -1.084  0.24
H: 4.700 -2.993 -0.375  0.20
H: 4.594 -2.314 -2.006  0.22
H: 6.729 -2.805 0.796  0.21
H: 8.974 -1.843 1.056  0.21
H: 9.704 0.008 -0.404  0.21
H: 8.173 0.880 -2.135  0.22
H: 5.933 -0.085 -2.397  0.21
H: 4.202 -1.555 1.571  0.23
H: 5.711 0.334 1.009  0.25
H: 4.649 0.701 2.392  0.23
H: 2.810 2.008 2.061  0.42
H: 2.387 4.334 1.319  0.20
H: 3.061 3.822 -0.252  0.24
H: 1.871 1.562 -1.159  0.22
H: -0.370 0.797 -1.896  0.22
H: -3.990 2.391 0.204  0.17
H: -3.716 3.491 -1.175  0.18
H: -4.575 1.948 -1.417  0.20
H: -2.173 3.713 0.651  0.22
H: 0.027 4.425 1.400  0.21
H: -0.118 0.322 2.052  0.24
H: -2.518 -0.062 2.278  0.21

Properties
Total energy in eV: -43995.2399
Lowest unoccupied orbital energy in eV: 0.72
SMILES string: CCCCCCc1ccc(N2C[C@H](Cc3ccccc3)[C@@H](CC(=O)NCc3ccc(OC)cc3)C2=O)cc1
HOMO energy in eV: -8.153
Relative energy (zero: lowest compared OMol25 entry of this formula, charge and spin) in kJ/mol: 0.00

***

5.
DFT (wB97M-V/def2-TZVPD) results for the ion C33H40N3O4 with charge +1.

Last column: Mulliken charge in e.
Element x y z (Å)
C: -4.071 1.454 1.604  -0.91
O: -3.009 0.680 1.032  -0.29
C: -2.574 -0.342 1.819  0.17
O: -3.233 -0.862 2.692  -0.58
C: -1.174 -0.820 1.494  0.51
C: -0.325 -0.597 2.780  -0.88
C: -0.111 -1.979 3.390  -0.68
C: -0.243 -2.939 2.221  -0.82
N: -1.146 -2.260 1.251  0.43
C: -1.523 -2.874 0.089  0.48
C: -0.418 -3.830 -0.333  -0.90
C: -0.231 -4.188 -1.812  -1.04
C: -1.617 -4.272 -2.411  -1.33
C: -2.392 -2.990 -2.257  -0.92
C: -2.625 -2.328 -0.826  0.92
C: -4.158 -1.725 -1.210  0.38
C: -3.982 -0.588 -2.209  0.20
C: -3.110 0.473 -2.021  -0.89
N: -2.876 1.088 -3.222  0.23
C: -1.852 2.094 -3.411  -1.03
C: -3.613 0.472 -4.212  0.05
C: -3.494 0.688 -5.571  -1.20
C: -4.280 -0.073 -6.430  -0.83
C: -5.223 -0.995 -5.863  -0.25
O: -6.204 -1.579 -6.609  -0.42
C: -6.327 -1.218 -8.014  -0.93
C: -5.216 -1.307 -4.468  0.33
C: -4.359 -0.596 -3.623  0.82
C: -5.161 -1.436 -0.163  -0.60
C: -5.086 -2.035 1.083  -1.06
N: -6.116 -1.588 1.849  0.34
C: -6.306 -1.970 3.236  -0.90
C: -6.931 -0.748 1.110  -0.30
C: -8.112 -0.165 1.555  -0.95
C: -8.892 0.517 0.637  -0.83
C: -8.494 0.530 -0.725  -0.02
O: -9.459 1.016 -1.565  -0.47
C: -9.322 0.763 -2.970  -0.76
C: -7.219 0.009 -1.144  0.53
C: -6.409 -0.663 -0.222  0.91
H: -3.682 2.443 1.827  0.34
H: -4.858 1.507 0.863  0.23
H: -4.404 0.958 2.510  0.37
H: -0.782 -0.202 0.672  0.38
H: 0.642 -0.162 2.482  0.46
H: -0.806 0.084 3.502  0.30
H: 0.876 -2.069 3.849  0.39
H: -0.870 -2.229 4.135  0.28
H: 0.761 -3.122 1.796  0.35
H: -0.656 -3.916 2.484  0.42
H: 0.574 -3.462 -0.018  0.29
H: -0.595 -4.786 0.193  0.37
H: 0.223 -5.188 -1.885  0.43
H: 0.450 -3.501 -2.351  0.41
H: -2.138 -5.078 -1.877  0.37
H: -1.579 -4.553 -3.473  0.45
H: -3.267 -3.269 -2.904  0.22
H: -1.926 -2.158 -2.790  0.34
H: -2.242 -1.192 -0.758  -0.70
H: -4.504 -2.626 -1.723  1.21
H: -2.610 0.864 -1.124  0.69
H: -1.465 2.037 -4.437  0.36
H: -2.245 3.108 -3.224  0.29
H: -1.043 1.897 -2.682  0.35
H: -2.797 1.422 -5.965  0.32
H: -4.248 0.088 -7.525  0.40
H: -7.235 -1.740 -8.321  0.25
H: -6.450 -0.138 -8.157  0.40
H: -5.473 -1.586 -8.593  0.35
H: -5.909 -2.061 -4.114  0.62
H: -4.419 -2.795 1.481  0.63
H: -7.032 -1.293 3.702  0.31
H: -6.657 -3.011 3.303  0.29
H: -5.326 -1.902 3.723  0.30
H: -8.389 -0.266 2.605  0.28
H: -9.823 0.986 0.959  0.45
H: -10.261 1.088 -3.408  0.27
H: -8.492 1.352 -3.373  0.31
H: -9.164 -0.306 -3.155  0.34
H: -6.963 0.131 -2.200  0.37

Properties
Total energy in eV: -47520.3647
Lowest unoccupied orbital energy in eV: -3.91
Charge: +1
SMILES string: COC(=O)[C@H]1CCC/[N+]1=C1\CCCC[C@H]1C(c1cn(C)c2ccc(OC)cc12)c1cn(C)c2ccc(OC)cc12
HOMO energy in eV: -9.435
Relative energy (zero: lowest compared OMol25 entry of this formula, charge and spin) in kJ/mol: 200.27